# 1
The following is a DFT calculation (the ωB97M-V functional and the def2-TZVPD basis) of a cluster of 18 separate species, C26H85FN2O20 in total.

Calculated values
frontier orbital gap = 9.7446 eV
E_LUMO = 0.350 eV

Last column: Mulliken charge in e.
Cartesian coordinates (Å):
C (0.996, -3.340, 1.053)  -0.89
O (0.566, -3.024, -0.260)  -0.21
C (1.259, -1.962, -0.873)  0.01
C (0.403, -0.700, -1.093)  0.51
F (0.450, -0.377, -2.415)  -0.48
O (-0.932, -0.836, -0.817)  0.03
C (-1.244, -0.689, 0.555)  0.15
C (-1.439, 0.800, 0.892)  -0.22
C (-1.504, 0.918, 2.383)  -0.52
N (-0.507, 0.635, 3.076)  -0.65
C (-2.508, -1.450, 0.918)  -1.32
C (-2.598, -2.821, 0.263)  0.00
C (-2.961, -2.820, -1.203)  0.15
N (-3.551, -1.686, -1.869)  -0.47
O (-2.727, -3.763, -1.842)  -0.46
H (1.560, -2.543, 1.534)  0.40
H (1.599, -4.245, 1.103)  0.28
H (0.116, -3.507, 1.665)  0.20
H (1.565, -2.301, -1.854)  -0.73
H (2.159, -1.678, -0.338)  0.57
H (0.849, 0.159, -0.590)  0.35
H (-0.425, -1.015, 1.189)  0.20
H (-0.614, 1.407, 0.537)  0.53
H (-2.399, 1.123, 0.514)  -0.07
H (-2.398, 1.273, 2.893)  0.59
H (-0.724, 0.772, 4.061)  0.27
H (-2.459, -1.606, 1.991)  0.52
H (-3.372, -0.819, 0.733)  0.43
H (-3.372, -3.390, 0.776)  0.49
H (-1.673, -3.363, 0.386)  -0.29
H (-4.212, -1.213, -1.262)  0.32
H (-2.825, -1.036, -2.146)  0.26
C (0.183, 4.151, 4.530)  -0.60
O (-1.217, 3.905, 4.451)  -0.36
H (0.686, 3.442, 3.876)  0.24
H (0.414, 5.167, 4.202)  0.30
H (0.544, 4.011, 5.553)  0.23
H (-1.657, 4.535, 5.034)  0.23
C (3.727, -3.462, -3.389)  -0.40
O (4.074, -3.032, -2.073)  -0.49
H (2.718, -3.121, -3.600)  0.12
H (4.414, -3.033, -4.125)  0.26
H (3.755, -4.548, -3.442)  0.26
H (4.970, -3.332, -1.889)  0.26
C (2.472, 1.683, -3.276)  0.39
O (3.665, 1.929, -2.533)  -0.57
H (1.687, 1.396, -2.588)  -0.32
H (2.173, 2.594, -3.804)  0.16
H (2.641, 0.876, -3.992)  0.06
H (4.348, 2.184, -3.163)  0.27
C (-0.367, 4.074, -3.686)  -0.77
O (-1.447, 3.232, -3.273)  -0.54
H (-0.755, 5.071, -3.868)  0.38
H (0.389, 4.118, -2.898)  0.34
H (0.077, 3.685, -4.606)  0.32
H (-1.085, 2.352, -3.117)  0.27
C (0.990, -6.305, -3.329)  -0.62
O (1.856, -5.568, -2.473)  -0.40
H (1.547, -6.567, -4.226)  0.24
H (0.651, -7.222, -2.840)  0.27
H (0.123, -5.702, -3.610)  0.28
H (1.354, -5.337, -1.682)  0.23
C (-4.666, 2.761, -1.265)  -0.65
O (-3.521, 3.015, -0.456)  -0.42
H (-5.508, 2.571, -0.604)  0.26
H (-4.893, 3.626, -1.893)  0.30
H (-4.504, 1.886, -1.900)  0.24
H (-2.781, 3.182, -1.053)  0.25
C (2.481, -0.637, -6.589)  -0.61
O (3.677, -0.395, -5.858)  -0.36
H (1.705, -0.928, -5.884)  0.14
H (2.163, 0.266, -7.118)  0.29
H (2.628, -1.445, -7.311)  0.32
H (4.357, -0.137, -6.492)  0.26
C (-1.220, 7.357, -0.941)  -0.58
O (-1.411, 6.594, -2.129)  -0.45
H (-1.140, 8.404, -1.224)  0.22
H (-2.069, 7.234, -0.265)  0.26
H (-0.301, 7.054, -0.433)  0.26
H (-1.481, 5.668, -1.870)  0.24
C (6.667, 2.004, -6.021)  -0.52
O (6.453, 0.880, -6.869)  -0.50
H (6.068, 2.829, -6.398)  0.26
H (6.360, 1.774, -4.997)  0.17
H (7.720, 2.292, -6.028)  0.31
H (6.991, 0.158, -6.524)  0.25
C (-1.365, 3.848, 8.150)  -0.22
O (-2.412, 4.561, 7.487)  -0.48
H (-0.710, 3.425, 7.393)  0.16
H (-0.791, 4.525, 8.787)  0.30
H (-1.788, 3.045, 8.756)  -0.02
H (-2.983, 4.929, 8.169)  0.26
C (-6.237, -5.057, -1.829)  -0.52
O (-6.054, -3.769, -2.399)  -0.52
H (-7.298, -5.295, -1.865)  0.26
H (-5.683, -5.811, -2.395)  0.24
H (-5.904, -5.071, -0.787)  0.21
H (-5.113, -3.564, -2.356)  0.36
C (1.186, 6.014, -6.906)  -0.37
O (2.004, 6.771, -6.019)  -0.51
H (1.757, 5.815, -7.809)  0.27
H (0.905, 5.064, -6.445)  0.08
H (0.289, 6.582, -7.166)  0.24
H (1.489, 6.943, -5.223)  0.30
C (-1.615, -5.337, 4.191)  -0.59
O (-0.354, -5.232, 3.545)  -0.44
H (-2.393, -5.170, 3.449)  0.23
H (-1.734, -6.335, 4.621)  0.27
H (-1.699, -4.582, 4.977)  0.26
H (0.322, -5.382, 4.217)  0.25
C (-2.674, 0.527, 10.355)  -0.55
O (-2.659, 1.873, 10.824)  -0.50
H (-2.118, 0.489, 9.422)  0.22
H (-2.200, -0.138, 11.081)  0.28
H (-3.699, 0.195, 10.172)  0.26
H (-3.154, 1.899, 11.649)  0.29
C (1.203, -5.588, 7.550)  -0.53
O (1.024, -6.351, 6.359)  -0.46
H (1.343, -4.549, 7.266)  0.21
H (0.324, -5.669, 8.193)  0.27
H (2.085, -5.933, 8.095)  0.26
H (0.900, -7.270, 6.620)  0.27
C (8.757, -2.180, -6.856)  -0.53
O (8.853, -1.238, -5.787)  -0.50
H (8.067, -1.783, -7.596)  0.22
H (9.733, -2.329, -7.323)  0.27
H (8.377, -3.137, -6.491)  0.26
H (9.465, -1.599, -5.138)  0.29
C (-5.525, 3.118, 6.614)  -0.47
O (-4.694, 2.161, 5.970)  -0.50
H (-6.562, 2.850, 6.425)  0.26
H (-5.341, 3.111, 7.692)  0.18
H (-5.330, 4.115, 6.210)  0.23
H (-3.780, 2.416, 6.144)  0.30

---

# 2
The following is a DFT calculation (the ωB97M-V functional and the def2-TZVPD basis) of a structure of composition C26H9F5N8PdS2Se.

Calculated values
frontier orbital gap (alpha / beta) = 5.1413 / 5.1398 eV
E_LUMO (alpha / beta) = -3.709 / -3.710 eV

Last column: natural (NBO) charge in e.
Cartesian coordinates (Å):
Pd (0.608, 0.531, 2.525)  0.73
S (0.858, -0.922, 4.217)  0.29
C (-0.822, -1.309, 4.109)  -0.27
S (-1.461, -0.327, 2.834)  0.04
C (-1.493, -2.222, 4.845)  -0.36
C (-0.819, -2.957, 5.878)  0.26
N (-0.282, -3.537, 6.711)  -0.26
C (-2.880, -2.469, 4.569)  0.27
N (-3.989, -2.670, 4.344)  -0.28
F (-5.383, 3.793, 3.831)  -0.27
C (-4.104, 3.458, 3.894)  0.31
C (-3.390, 3.249, 2.722)  0.31
F (-3.997, 3.383, 1.548)  -0.28
C (-2.057, 2.907, 2.794)  0.33
F (-1.406, 2.705, 1.642)  -0.30
C (-1.407, 2.747, 4.013)  -0.38
Se (0.406, 2.284, 4.161)  0.34
C (-2.149, 2.963, 5.173)  0.35
F (-1.589, 2.831, 6.370)  -0.28
C (-3.484, 3.320, 5.123)  0.27
F (-4.176, 3.521, 6.238)  -0.27
N (-0.192, -1.499, -4.477)  -0.54
C (0.050, -1.325, -5.826)  0.17
C (-0.378, -2.024, -6.953)  -0.26
C (0.091, -1.573, -8.168)  -0.19
C (0.958, -0.465, -8.262)  -0.23
C (1.374, 0.217, -7.140)  -0.18
C (0.910, -0.228, -5.900)  0.05
N (1.183, 0.255, -4.627)  -0.42
C (0.512, -0.522, -3.827)  0.34
C (0.528, -0.382, -2.361)  -0.01
C (-0.174, -1.231, -1.515)  -0.23
C (-0.096, -1.042, -0.150)  0.07
N (0.643, -0.072, 0.397)  -0.54
C (1.327, 0.748, -0.421)  0.04
C (1.290, 0.630, -1.792)  -0.15
H (-0.789, -2.193, -4.066)  0.42
H (-1.044, -2.873, -6.885)  0.22
H (-0.207, -2.085, -9.073)  0.22
H (1.301, -0.150, -9.238)  0.22
H (2.039, 1.068, -7.202)  0.23
H (-0.786, -2.041, -1.886)  0.22
H (-0.630, -1.687, 0.534)  0.22
H (1.927, 1.512, 0.054)  0.23
H (1.856, 1.300, -2.423)  0.26
N (2.603, 0.837, 2.338)  -0.60
C (3.470, 0.056, 2.197)  0.49
C (4.489, -0.810, 1.971)  -0.53
C (4.726, -1.216, 0.621)  0.29
N (4.872, -1.523, -0.479)  -0.33
C (5.272, -1.290, 3.063)  0.29
N (5.889, -1.669, 3.957)  -0.31

---

# 3
The following is a DFT calculation (the ωB97M-V functional and the def2-TZVPD basis) of a structure of composition C27H11F4N7Pd.

Calculated values
frontier orbital gap (alpha / beta) = 6.2274 / 6.2371 eV
net charge = +2
E_LUMO (alpha / beta) = -7.995 / -7.989 eV

Last column: natural (NBO) charge in e.
Cartesian coordinates (Å):
Pd (0.209, 1.041, 1.504)  0.91
C (-3.452, 1.096, 3.794)  -0.21
C (-2.963, 0.977, 5.081)  -0.10
C (-1.591, 0.861, 5.279)  -0.19
C (-0.753, 0.857, 4.184)  0.16
N (-1.245, 0.963, 2.921)  -0.44
C (-2.558, 1.088, 2.734)  0.10
C (0.721, 0.784, 4.267)  0.20
C (1.498, 0.598, 5.400)  -0.19
C (2.879, 0.571, 5.257)  -0.10
C (3.473, 0.725, 4.012)  -0.19
C (2.654, 0.902, 2.908)  0.19
N (1.327, 0.927, 3.081)  -0.39
C (3.064, 1.087, 1.499)  0.17
C (4.375, 1.186, 1.082)  -0.19
C (4.641, 1.405, -0.265)  -0.10
C (3.588, 1.528, -1.151)  -0.21
C (2.293, 1.416, -0.669)  0.09
N (2.035, 1.193, 0.618)  -0.44
H (-4.510, 1.198, 3.597)  0.26
H (-3.635, 0.981, 5.928)  0.26
H (-1.187, 0.784, 6.278)  0.25
H (-2.890, 1.183, 1.710)  0.23
H (1.044, 0.472, 6.371)  0.25
H (3.501, 0.428, 6.130)  0.26
H (4.548, 0.700, 3.911)  0.25
H (5.183, 1.103, 1.793)  0.25
H (5.663, 1.487, -0.609)  0.26
H (3.752, 1.713, -2.202)  0.26
H (1.435, 1.509, -1.320)  0.23
F (-0.088, -1.199, -1.968)  -0.30
C (-0.852, -1.383, -3.054)  0.27
C (-0.539, -2.351, -3.927)  0.46
F (0.518, -3.102, -3.700)  -0.26
C (-1.330, -2.600, -5.131)  -0.12
C (-2.480, -1.712, -5.285)  0.40
C (-2.778, -0.741, -4.400)  0.35
F (-3.827, 0.039, -4.599)  -0.26
C (-1.990, -0.506, -3.215)  0.02
C (-2.296, 0.482, -2.309)  -0.31
C (-1.534, 0.730, -1.135)  0.51
N (-0.984, 1.073, -0.185)  -0.47
C (-3.412, 1.378, -2.379)  0.23
N (-4.300, 2.103, -2.311)  -0.19
F (-3.244, -1.875, -6.340)  -0.24
C (-1.016, -3.571, -6.032)  -0.07
C (-1.762, -3.827, -7.229)  0.20
N (-2.310, -4.101, -8.200)  -0.12
C (0.105, -4.453, -5.896)  0.21
N (1.019, -5.145, -5.828)  -0.14